Computed, not measured: a single C17H18ClNO3 molecule, with ωB97M-V/def2-TZVPD.

SMILES: O=C1CCCC(=O)C1[C@@H]1c2ccccc2CCN1C(=O)CCl
ΔE to the lowest compared entry with this formula, charge and spin (eV): 0.3194

```
! RIJCOSX wB97M-V def2-TZVPD def2/J DEFGRID3
* xyz 0 1
H -1.652 1.190 2.729
H 0.221 -2.817 4.573
H -0.616 -0.500 4.532
C 1.054 -1.976 1.411
H 0.594 -2.521 -3.027
H -0.328 -0.532 -3.958
H 1.576 -2.265 -4.459
H 0.273 -1.383 -1.234
Cl -3.544 1.875 0.913
C 0.926 -2.748 2.551
H -0.145 1.816 3.390
C 2.581 -1.787 -2.616
C -0.334 2.043 1.251
C -0.014 -0.132 2.518
C -1.486 0.942 -0.647
C 0.732 0.220 0.159
C 0.951 -0.534 -1.149
H -2.200 3.005 -0.667
N -0.409 1.136 0.129
O -1.603 0.022 -1.441
H 1.296 -3.763 2.556
C 1.325 -1.851 -3.482
C -0.575 1.266 2.551
C -2.592 1.992 -0.588
H 1.625 0.849 0.301
C 0.589 -0.668 1.380
H -3.277 1.789 -1.412
C 0.719 -0.458 -3.657
H 3.402 -1.311 -3.161
O 3.286 -0.706 -0.598
C 0.325 -2.220 3.680
H 2.924 -2.791 -2.353
C -0.142 -0.920 3.656
H 0.665 2.488 1.254
C 0.758 0.344 -2.383
H 1.241 0.111 -4.429
H -1.060 2.848 1.162
O 0.739 1.546 -2.342
C 2.385 -0.999 -1.340
H 1.536 -2.402 0.546
*
```

How is the electron density shared among the atoms? According to Löwdin, the charges in e are:
1. H 0.08
2. H 0.10
3. H 0.11
4. C -0.02
5. H 0.12
6. H 0.13
7. H 0.12
8. H 0.16
9. Cl 0.62
10. C -0.08
11. H 0.12
12. C -0.09
13. C -0.14
14. C -0.15
15. C -0.50
16. C -0.14
17. C -0.14
18. H 0.08
19. N -0.01
20. O 0.06
21. H 0.10
22. C -0.18
23. C -0.11
24. C -0.46
25. H 0.17
26. C -0.08
27. H 0.08
28. C -0.09
29. H 0.14
30. O 0.13
31. C -0.08
32. H 0.13
33. C -0.04
34. H 0.14
35. C -0.37
36. H 0.13
37. H 0.10
38. O 0.13
39. C -0.37
40. H 0.11



Computed, not measured: a single C17H18FNOS molecule, with ωB97M-V/def2-TZVPD.

SMILES: Cc1ccc(SCC(=O)NCCc2ccc(F)cc2)cc1
ΔE to the lowest compared entry with this formula, charge and spin (eV): 0.0000

```
! RIJCOSX wB97M-V def2-TZVPD def2/J DEFGRID3
* xyz 0 1
C -0.908 1.144 -0.793
H 1.287 0.934 -2.116
H 2.954 -2.092 1.455
S 1.175 -0.748 2.386
H -1.286 4.250 1.451
H 1.463 -1.906 -0.356
H -1.561 -1.188 2.585
H 1.435 2.681 -2.344
C 2.625 1.904 -0.735
H 0.733 3.968 0.056
C -1.167 3.385 0.819
C 1.352 1.890 -1.595
C 0.108 2.090 -0.771
H 1.846 1.210 1.096
O 3.850 -0.635 -0.465
H -2.568 -3.129 -2.431
C -2.048 1.301 -0.025
C 2.816 -1.029 1.655
C -0.039 3.213 0.038
F -3.261 2.580 1.538
C -2.157 2.420 0.778
H -2.957 -4.293 -1.167
C -2.862 -3.229 -1.389
H -2.839 0.569 -0.042
C 0.058 -1.486 1.223
H -0.204 -2.891 -1.825
H 2.816 2.909 -0.349
C 3.109 -0.215 0.398
C -2.211 -2.121 0.770
H -0.813 0.268 -1.416
C -1.846 -2.607 -0.482
H 3.479 1.583 -1.336
C 0.440 -1.963 -0.020
C -1.273 -1.566 1.616
C -0.512 -2.520 -0.857
H 3.519 -0.729 2.435
N 2.528 0.996 0.380
H -3.242 -2.179 1.086
H -3.839 -2.770 -1.251
*
```

How is the electron density shared among the atoms? According to Löwdin, the charges in e are:
1. C -0.03
2. H 0.12
3. H 0.09
4. S 0.96
5. H 0.12
6. H 0.10
7. H 0.11
8. H 0.12
9. C -0.17
10. H 0.11
11. C 0.00
12. C -0.12
13. C -0.24
14. H 0.09
15. O 0.06
16. H 0.08
17. C 0.00
18. C -0.36
19. C -0.04
20. F 0.05
21. C -0.27
22. H 0.08
23. C -0.05
24. H 0.11
25. C -0.52
26. H 0.12
27. H 0.12
28. C -0.59
29. C -0.06
30. H 0.11
31. C -0.29
32. H 0.12
33. C -0.09
34. C -0.12
35. C -0.05
36. H 0.09
37. N 0.05
38. H 0.12
39. H 0.08



Computed, not measured: a single C17H18N2O4S2 molecule, with ωB97M-V/def2-TZVPD.

SMILES: CC(=O)NS(=O)(=O)c1ccc(NC(=O)CSc2ccc(C)cc2)cc1
ΔE to the lowest compared entry with this formula, charge and spin (eV): 0.0000

```
! RIJCOSX wB97M-V def2-TZVPD def2/J DEFGRID3
* xyz 0 1
C 3.649 0.480 -0.590
H -4.342 -2.837 1.888
O -3.224 -1.578 -0.742
H 3.059 -4.215 -0.081
O -5.357 0.532 -1.801
H 4.650 -0.044 -2.404
C 2.985 3.070 0.348
O -5.745 1.642 0.358
H -0.497 1.462 -2.355
C 3.889 -3.686 0.389
H 3.646 2.885 1.195
H -5.367 -3.373 0.550
C -2.454 1.181 -1.543
H 2.659 0.691 1.313
C -1.127 1.552 -1.482
S 3.589 2.178 -1.115
H -0.971 2.531 1.763
C 3.132 0.023 0.610
C -3.235 1.301 -0.410
N -4.922 -0.684 0.412
H 1.242 2.273 -1.175
S -4.934 0.796 -0.464
H -5.659 -0.801 1.087
H -3.633 -3.746 0.535
C -4.378 -3.006 0.815
H 3.062 4.126 0.078
C -1.392 2.155 0.845
C -4.103 -1.718 0.073
H 4.815 -4.122 0.021
C -0.586 2.036 -0.287
H 2.818 -1.668 1.861
C 3.223 -1.323 0.921
C 4.249 -0.412 -1.471
H 3.825 -3.842 1.463
H 4.798 -2.436 -1.839
N 0.760 2.389 -0.287
H -3.372 1.874 1.633
C 1.541 2.783 0.751
C 4.329 -1.751 -1.149
H -2.899 0.789 -2.442
C 3.818 -2.228 0.054
O 1.180 2.936 1.895
C -2.722 1.783 0.777
*
```

How is the electron density shared among the atoms? According to Löwdin, the charges in e are:
1. C -0.52
2. H 0.08
3. O 0.08
4. H 0.09
5. O -0.26
6. H 0.10
7. C -0.36
8. O -0.29
9. H 0.12
10. C -0.05
11. H 0.09
12. H 0.09
13. C -0.05
14. H 0.10
15. C 0.01
16. S 0.96
17. H 0.10
18. C -0.08
19. C -0.30
20. N -0.01
21. H 0.09
22. S 0.70
23. H 0.13
24. H 0.09
25. C 0.01
26. H 0.09
27. C 0.02
28. C -0.56
29. H 0.08
30. C -0.20
31. H 0.11
32. C -0.03
33. C -0.11
34. H 0.08
35. H 0.11
36. N 0.11
37. H 0.12
38. C -0.54
39. C -0.04
40. H 0.12
41. C -0.28
42. O 0.07
43. C -0.04



Computed, not measured: a single C17H18N2O5S molecule, with ωB97M-V/def2-TZVPD.

SMILES: CC(=O)Nc1ccc(S(=O)(=O)N(CC(=O)O)Cc2ccccc2)cc1
ΔE to the lowest compared entry with this formula, charge and spin (eV): 0.5065

```
! RIJCOSX wB97M-V def2-TZVPD def2/J DEFGRID3
* xyz 0 1
C -2.321 0.882 1.005
C -1.874 1.708 -1.218
C -5.061 0.213 -0.048
H -0.678 1.048 2.378
C -1.028 1.206 1.370
O 2.019 3.199 0.142
C 2.139 -1.637 0.816
H -6.106 -0.518 -1.777
H 0.111 -1.102 1.238
C 2.701 -0.324 1.294
H 0.674 -4.953 -0.518
H -0.825 -3.214 0.391
H 4.041 -2.444 0.261
H -2.209 1.913 -2.225
H 2.291 -0.045 2.266
H -3.000 0.445 1.718
H -4.232 1.084 -1.692
H 3.792 -0.386 1.377
C -6.309 0.081 -0.891
O 1.606 2.143 2.346
S 1.523 2.084 0.920
H 2.879 -0.271 -1.343
C -2.752 1.125 -0.300
H 3.666 2.911 -0.235
C 4.367 1.244 -0.918
O 4.523 2.479 -0.476
C -0.583 2.026 -0.846
C 2.450 -3.806 -0.180
C 0.767 -1.863 0.841
C 2.908 0.743 -0.934
H 2.316 1.408 -1.566
H -6.658 1.063 -1.204
O -4.978 -0.175 1.090
C 2.975 -2.616 0.295
N -4.038 0.821 -0.735
O 5.284 0.554 -1.268
H 3.110 -4.562 -0.580
H -7.085 -0.402 -0.305
N 2.339 0.750 0.391
C 0.242 -3.049 0.363
H 0.094 2.496 -1.541
C 1.084 -4.025 -0.147
C -0.165 1.767 0.446
*
```

How is the electron density shared among the atoms? According to Löwdin, the charges in e are:
1. C 0.01
2. C 0.00
3. C -0.50
4. H 0.12
5. C -0.06
6. O -0.28
7. C -0.21
8. H 0.09
9. H 0.09
10. C -0.13
11. H 0.10
12. H 0.10
13. H 0.12
14. H 0.12
15. H 0.12
16. H 0.11
17. H 0.14
18. H 0.14
19. C 0.00
20. O -0.26
21. S 0.71
22. H 0.14
23. C -0.21
24. H 0.07
25. C -0.52
26. O 0.12
27. C -0.05
28. C -0.08
29. C -0.03
30. C -0.08
31. H 0.12
32. H 0.09
33. O 0.08
34. C -0.04
35. N 0.12
36. O 0.11
37. H 0.10
38. H 0.09
39. N -0.23
40. C -0.07
41. H 0.11
42. C -0.09
43. C -0.27



no.,maximum force (hartree/bohr),frontier orbital gap (Eh),energy (a.u.)
1,0.0153,0.3524,-1399.29962
2,0.0101,0.3296,-1286.68830
3,0.0235,0.3302,-1865.49282
4,0.0201,0.3450,-1542.54569